No. 1
Molecular formula: HNS2
Method: DFT, ωB97M-V/def2-TZVPD

Output
Spin multiplicity   1
DFT total energy   -23172.984 eV
Total charge   0
Energy above the lowest of the compared OMol25 structures with the same formula, charge and spin   180.6 kJ/mol
E_HOMO (alpha / beta)   -10.32 / -8.06 eV

Last columns: bonded neighbours and bond lengths (Å).
Geometry (Å):
1 N -1.53806 1.72299 0.20020  S3 1.435
2 S 1.71205 -0.85180 -0.89425  H4 1.416
3 S -1.02203 1.08163 1.37541  N1 1.435
4 H 0.84805 -1.95282 -0.68136  S2 1.416

Just the natural (NBO) charges please, in e? Sure, here they are: atom 1 (N): -0.58, atom 2 (S): -0.11, atom 3 (S): 0.58, atom 4 (H): 0.11

---

No. 2
Molecular formula: HO2P
Method: DFT, ωB97M-V/def2-TZVPD

Output
Spin multiplicity   1
DFT total energy   -13399.926 eV
Total charge   0
Energy above the lowest of the compared OMol25 structures with the same formula, charge and spin   28.1 kJ/mol
E_HOMO   -12.05 eV

Last columns: bonded neighbours and bond lengths (Å).
Geometry (Å):
1 O -0.42459 0.31616 -1.33573  P2 1.449
2 P 0.03282 0.04462 0.01216  O1 1.449, O3 1.466, H4 1.536
3 O -0.12540 1.03433 1.08260  P2 1.466
4 H 0.51718 -1.39511 0.24097  P2 1.536

Just the natural (NBO) charges please, in e? Sure, here they are: atom 1 (O): -0.99, atom 2 (P): 2.00, atom 3 (O): -0.97, atom 4 (H): -0.04

---

No. 3
Molecular formula: HO2P
Method: DFT, ωB97M-V/def2-TZVPD

Output
Spin multiplicity   1
DFT total energy   -13400.047 eV
Total charge   0
Energy above the lowest of the compared OMol25 structures with the same formula, charge and spin   16.5 kJ/mol
E_HOMO   -12.38 eV

Last columns: bonded neighbours and bond lengths (Å).
Geometry (Å):
1 O 0.89987 1.87966 0.62889  P2 1.457
2 P 0.90181 0.67375 -0.18848  O1 1.457, O3 1.472, H4 1.297
3 O 1.73592 0.23881 -1.32069  P2 1.472
4 H -0.26556 0.14667 0.01443  P2 1.297

Just the natural (NBO) charges please, in e? Sure, here they are: atom 1 (O): -0.97, atom 2 (P): 2.05, atom 3 (O): -0.96, atom 4 (H): -0.11

---

> What is the total charge in the first record?

0